[1]
This record from the OMol25 dataset describes a cluster of 2 separate species, C3H13N3 in total at a distorted geometry. The level of theory is ωB97M-V/def2-TZVPD.

```
! wB97M-V def2-TZVPD RIJCOSX def2/J DEFGRID3
* xyz -1 2
N -2.048 -1.091 2.909
H -1.346 -1.492 3.505
C 0.678 0.946 -1.613
N -0.843 -1.519 0.833
H 2.452 -0.411 -1.316
H -0.604 0.112 1.903
H 0.050 -1.941 1.023
H 2.091 2.466 -1.467
H -1.428 -2.337 0.730
H 0.184 0.548 -0.732
C -1.470 -0.528 1.670
C 1.746 -0.078 -2.074
H 1.237 -0.878 -2.603
H -2.272 0.002 1.169
H -2.599 -0.336 3.317
H -0.041 0.960 -2.447
H 2.370 0.528 -2.758
N 1.088 2.334 -1.464
H 0.755 2.716 -0.585
*
```

Properties
* HOMO-LUMO gap (alpha / beta): 2.8 / 9.3 eV
* ΔE to the lowest compared entry with this formula, charge and spin: 0.2791 eV
* LUMO level (alpha / beta): 0.152 / 0.147 Eh
* F_max: 2.75 eV Å⁻¹
* energy: -286.2787 a.u.


[2]
This record from the OMol25 dataset describes an isolated molecule of C8H12 at a distorted geometry. The level of theory is ωB97M-V/def2-TZVPD.

```
! wB97M-V def2-TZVPD RIJCOSX def2/J DEFGRID3
* xyz 0 1
H 1.005 -1.343 -2.188
C -1.727 -0.747 0.845
C 0.136 1.809 1.089
H -1.618 -0.553 1.969
C 0.271 -0.583 -2.332
H -2.373 0.098 0.526
H 1.894 0.175 -1.048
H 2.836 -0.388 0.513
H -1.599 0.266 -1.510
H 0.267 -0.264 -3.407
H 0.346 2.746 0.519
C 1.936 -0.005 0.019
H -0.936 1.551 0.902
C 0.990 0.587 0.928
H -2.209 -1.768 0.597
C 0.815 -0.841 0.616
C -0.634 -0.329 -1.359
H 0.096 1.999 2.126
H 0.966 -1.657 1.256
C -0.464 -0.753 -0.061
*
```

Properties
* HOMO-LUMO gap (alpha / beta): 7.6 / 7.6 eV
* ΔE to the lowest compared entry with this formula, charge and spin: 4.4637 eV
* LUMO level (alpha / beta): 0.012 / 0.025 Eh
* F_max: 2.67 eV Å⁻¹
* energy: -311.8224 a.u.


[3]
This record from the OMol25 dataset describes a cluster of 6 separate species, C46H47BBrF3NO15S in total at a distorted geometry. The level of theory is ωB97M-V/def2-TZVPD.

```
! wB97M-V def2-TZVPD RIJCOSX def2/J DEFGRID3
* xyz -1 1
O -1.891 1.286 -7.796
F 0.354 -3.165 0.619
H 0.780 -8.855 6.417
H -4.950 -1.266 -9.802
C -4.348 -0.997 -8.944
C -3.723 -1.478 -6.534
H 3.210 -8.967 5.875
O -1.507 4.260 2.106
H 1.929 1.317 -4.540
C -2.710 4.149 2.081
F 2.264 -3.957 1.334
C 2.214 3.172 -1.854
H -0.598 6.548 0.606
C 0.356 -7.195 5.048
C 1.247 -8.190 5.701
C 3.422 3.662 4.543
H -0.658 2.365 -5.263
O 3.473 1.402 -0.553
H 2.729 2.524 -2.569
O -5.893 -4.962 0.078
C 1.670 -2.856 0.758
H 0.347 4.241 -1.928
C 3.809 2.077 6.377
H -5.958 -5.362 2.637
O 2.695 4.448 3.987
C -3.560 -4.658 0.187
H -0.387 4.825 0.093
H 2.681 4.153 -1.949
C 0.722 -0.136 -5.052
C -3.597 5.184 2.672
H 4.037 3.238 0.963
H 2.110 -1.712 -4.741
O 4.338 -7.390 4.163
H 1.200 6.404 2.094
C -3.883 -5.135 2.995
F 2.202 -2.748 -0.477
C 4.778 3.372 4.011
C -2.469 -4.629 0.948
C 2.266 -6.334 3.772
C -4.678 2.843 1.420
O -0.825 -7.154 5.322
C 0.619 3.366 -3.871
C -4.897 -4.930 0.769
H -1.486 -4.433 0.546
N 1.043 1.205 -5.024
H 0.679 0.296 -2.153
H 0.457 -1.226 -1.354
H -0.059 4.178 -4.128
B 2.385 2.490 -0.374
H -2.277 -0.989 -1.775
O -1.463 1.283 -0.606
H -3.912 -5.305 4.064
H 1.568 3.614 -4.346
H -5.170 1.993 0.966
H -2.686 2.231 1.017
O -5.321 -2.748 -7.712
H -3.105 6.036 3.124
H -3.874 -2.095 -5.657
H 3.524 1.542 7.275
C 0.966 -6.269 4.059
H -2.254 -0.202 -5.689
H 2.008 3.168 6.144
S 2.788 5.228 0.740
H 2.932 -1.484 1.794
H 0.302 -5.547 3.589
C -5.565 3.873 2.013
O -1.556 -4.833 3.108
C -3.486 0.015 -8.965
H -3.526 -4.488 -0.881
C 0.414 -0.154 -1.199
C 0.101 5.756 0.344
H 1.363 0.358 1.975
C 2.931 0.188 -0.576
C -3.354 2.969 1.449
H 2.666 -0.490 -5.911
C -4.973 -5.166 2.234
C -2.673 0.361 -7.769
H 1.486 -1.959 2.610
H 6.576 2.276 4.245
H -3.334 0.631 -9.843
H 0.897 4.670 2.056
C 0.767 3.330 -2.344
C 5.585 2.503 4.616
C 1.423 0.284 -0.128
C 3.001 2.944 5.775
H 0.155 2.514 -1.966
O 5.901 0.999 6.402
O -6.773 3.761 1.987
O -0.379 -0.585 -4.755
H 2.732 -5.671 3.055
C -2.858 -0.466 -6.550
C -4.533 -1.825 -7.724
C -1.017 0.201 -0.886
C -2.547 -4.862 2.410
O 1.280 1.650 0.124
H 2.510 3.102 1.795
C 0.019 2.089 -4.460
C 3.155 -7.327 4.423
H 0.054 -0.603 1.344
H 1.416 -1.680 -6.336
H 3.572 -0.463 0.011
C 1.146 5.531 1.453
H -5.587 5.794 3.067
C -4.920 5.054 2.642
C 2.543 -8.250 5.412
C 1.812 -1.050 -5.548
H 5.058 3.905 3.111
H 0.654 6.097 -0.526
C 1.115 -0.389 1.231
C 5.166 1.790 5.846
O -1.867 -0.914 -0.910
H -0.562 1.600 -3.681
Br 3.196 -0.549 -2.480
C 2.968 3.414 0.855
C 1.875 -1.662 1.638
*
```

Properties
* HOMO-LUMO gap: 4.7 eV
* LUMO level: -0.002 Eh
* F_max: 1.29 eV Å⁻¹
* energy: -6261.0951 a.u.


[4]
This record from the OMol25 dataset describes a structure of composition C44H47F3IN2O8P2S3SbTl at a distorted geometry. The level of theory is ωB97M-V/def2-TZVPD.

```
! wB97M-V def2-TZVPD RIJCOSX def2/J DEFGRID3
* xyz -1 1
H -5.749 0.012 1.136
S 0.087 -1.140 -3.077
C -2.524 -2.721 4.985
H -3.762 0.543 -3.189
H 0.281 3.958 4.688
F -8.054 -0.058 -4.366
Sb -3.425 1.633 -0.370
H -5.578 3.988 -0.409
C -6.502 1.234 -1.360
H 1.545 4.971 0.694
C 0.096 0.247 -4.267
H -1.446 -2.678 7.438
C -2.235 -1.836 2.770
H 0.790 -1.817 8.035
I 2.154 -0.477 3.212
C -3.546 -4.061 -1.047
O 2.006 -2.633 0.629
H 1.873 -2.354 -4.107
C 1.784 -1.804 -3.167
C -6.275 0.993 2.963
H -3.104 -3.252 5.732
H 3.872 -1.394 -3.125
O -1.456 2.240 3.528
C -0.179 -4.269 1.514
H 2.245 3.435 -2.754
H 3.233 2.244 -0.916
H 1.178 2.494 4.282
S 2.972 -0.001 -1.389
H -2.352 -5.951 1.482
N -1.395 -3.305 -0.338
H -1.430 3.800 -1.430
C 2.942 -0.829 -3.026
C -2.454 -3.207 -1.129
C -4.715 5.809 -1.117
C -4.546 3.000 2.154
H 3.092 -5.358 -0.635
C -2.402 -5.182 0.722
C 2.053 -3.850 0.539
H 2.282 -0.936 6.272
C -1.371 -4.258 0.588
H 2.145 1.985 -3.760
F -6.652 2.160 4.972
Tl 0.083 -0.440 0.629
C -3.509 -5.078 -0.107
C 0.435 -1.766 7.014
H -5.507 -0.146 -4.824
H -4.330 -5.777 -0.015
H 3.794 -5.005 0.957
H -0.385 -4.902 2.379
F -3.595 7.707 -1.948
C 3.202 1.736 -1.876
H 4.171 1.832 -2.372
H 1.113 0.363 -4.638
H 2.933 -0.062 -3.798
C 3.311 -4.567 0.083
C -5.773 0.239 -3.848
C -4.679 4.463 -0.784
H 3.546 2.306 2.528
C 1.276 -1.239 6.017
C -2.377 5.700 -1.722
H -4.398 -3.928 -1.700
H -4.996 3.947 4.030
H -6.968 0.230 3.292
H -2.425 -2.406 -1.859
H 2.007 4.067 4.251
C -0.996 -1.279 3.025
H 3.991 -3.843 -0.359
H 1.181 -5.687 0.737
C -2.970 -2.596 3.700
C -2.358 4.356 -1.372
C -1.286 -2.153 5.359
H -0.013 -3.247 1.852
H -5.615 6.399 -1.006
C -3.509 3.726 -0.914
C -5.151 1.149 -1.678
N 1.048 -4.701 0.880
C -4.812 0.635 -2.928
H -3.904 -3.060 3.402
C -5.179 3.099 3.385
H -0.385 2.353 -4.341
O 1.767 1.685 0.794
C -3.559 6.398 -1.591
C -4.715 1.882 1.347
O 1.956 4.170 0.309
O -1.276 2.487 1.023
H -0.315 5.376 2.344
H -0.539 -0.031 -5.110
O 3.300 3.156 2.141
H -8.537 0.863 -1.997
C -5.596 0.887 1.759
O 0.647 5.151 2.273
H -3.890 3.794 1.838
H -1.456 1.386 -3.302
C -0.424 1.528 -3.627
H -1.433 1.289 3.234
P -1.127 3.230 2.329
O -1.812 4.547 2.505
C -7.486 0.820 -2.250
H -2.676 -1.692 1.785
H -1.492 6.206 -2.084
H 1.801 -2.504 -2.330
C 2.106 2.353 -2.736
C -0.807 -2.231 6.686
C 0.657 3.752 2.599
C -6.026 2.084 3.771
C -7.100 0.337 -3.484
C 0.809 -1.142 4.737
P 1.861 3.030 1.407
C -0.497 -1.523 4.348
S 0.424 2.031 -2.090
H -6.802 1.626 -0.397
C 1.067 3.551 4.052
*
```

Properties
* HOMO-LUMO gap: 6.3 eV
* ΔE to the lowest compared entry with this formula, charge and spin: 0.5245 eV
* LUMO level: 0.070 Eh
* F_max: 1.25 eV Å⁻¹
* energy: -5303.9032 a.u.


[5]
This record from the OMol25 dataset describes a structure of composition C20H12F6N5O6S2V at a distorted geometry. The level of theory is ωB97M-V/def2-TZVPD.

```
! wB97M-V def2-TZVPD RIJCOSX def2/J DEFGRID3
* xyz 0 3
S -3.007 0.071 -0.334
O 0.592 -1.451 3.955
F -2.957 -2.331 -3.850
C 1.073 -4.402 -0.033
F -0.779 -2.550 -4.006
O -3.898 -0.823 0.320
H -1.049 0.442 4.406
C 1.153 -4.698 1.331
N 0.915 -2.072 0.440
C -1.018 3.580 3.293
O 1.549 3.849 -0.195
N 0.717 1.821 0.577
H -1.881 2.549 5.064
C 3.262 0.260 -3.127
O -1.691 0.287 0.213
N 0.342 -0.133 2.000
H -1.234 4.519 3.696
H 0.957 -2.861 -1.522
F -2.859 2.606 -0.560
H 1.077 -5.215 -0.788
C -0.393 3.442 2.082
H 2.487 -1.423 -1.936
C 0.080 2.173 1.760
N -2.887 -0.178 -1.864
H 1.047 -3.805 3.321
C 1.026 -3.074 -0.433
F -4.618 1.772 -1.402
H 1.433 -5.730 1.639
C -3.810 1.752 -0.333
C -1.345 2.530 4.063
F -1.865 -3.031 -2.130
S -1.557 -0.461 -2.653
C 0.577 -1.268 2.717
N 2.090 0.478 -1.071
C 1.024 -3.692 2.276
C -0.176 1.054 2.557
C 1.440 2.652 -0.178
H 3.604 -0.513 -3.889
C 0.850 -2.397 1.791
V 0.406 -0.044 0.033
H 3.943 2.031 -4.065
C 2.242 1.811 -1.191
C -0.931 1.260 3.709
H -0.169 4.323 1.547
C -1.835 -2.176 -3.201
O -1.298 0.407 -3.756
C 2.626 -0.277 -2.042
H 3.056 3.489 -1.997
C 2.995 2.427 -2.155
F -4.402 2.028 0.829
C 3.481 1.644 -3.153
O -0.384 -0.648 -1.755
*
```

Properties
* HOMO-LUMO gap (alpha / beta): 7.0 / 7.0 eV
* ΔE to the lowest compared entry with this formula, charge and spin: 0.2573 eV
* LUMO level (alpha / beta): -0.028 / -0.033 Eh
* F_max: 3.54 eV Å⁻¹
* energy: -3834.2374 a.u.


[6]
This record from the OMol25 dataset describes a structure of composition C3H4LiO3Sr at a distorted geometry. The level of theory is ωB97M-V/def2-TZVPD.

```
! wB97M-V def2-TZVPD RIJCOSX def2/J DEFGRID3
* xyz 1 1
H -0.222 1.122 0.371
H -1.039 0.959 -1.195
O 1.896 -1.542 0.371
C -1.711 -0.363 0.343
H 4.398 -0.626 0.554
Li -4.173 1.283 0.021
O -2.853 0.045 0.408
C 1.594 -0.495 -0.186
Sr 3.801 1.077 -0.341
O 0.362 -0.517 -0.794
H -1.436 -1.331 0.804
C -0.616 0.387 -0.355
*
```

Properties
* HOMO-LUMO gap: 5.7 eV
* ΔE to the lowest compared entry with this formula, charge and spin: 3.5151 eV
* LUMO level: -0.161 Eh
* F_max: 3.22 eV Å⁻¹
* energy: -380.3369 a.u.


[7]
This record from the OMol25 dataset describes a structure of composition C22H30N8O2W. The level of theory is ωB97M-V/def2-TZVPD.

```
! wB97M-V def2-TZVPD RIJCOSX def2/J DEFGRID3
* xyz 4 1
H -1.855 -1.403 -5.574
C -0.879 -5.309 -1.161
W -0.324 0.099 -0.624
H 1.554 4.761 1.157
N 1.368 3.325 -0.344
H 1.770 -3.336 -1.826
H -0.474 2.804 0.592
N 0.859 -0.579 3.530
H -1.488 -0.658 7.432
C 2.075 4.490 0.240
H 4.630 3.772 -1.204
H -1.698 -2.906 -0.700
H -0.428 4.373 -0.198
C -0.622 -2.938 -0.859
C -2.684 -0.303 5.679
C -3.274 -0.281 -4.400
N 3.203 2.198 -1.279
N -2.099 0.088 0.150
C -1.088 -0.905 -3.644
H 1.531 -5.092 -1.962
C 1.997 2.242 -0.779
H -4.034 -0.280 -5.172
H 3.955 0.610 -2.440
H 0.646 -0.829 6.196
O 1.320 1.065 -0.695
H -3.604 -0.234 6.245
H -1.850 -5.143 -0.703
H -3.636 0.032 3.784
H -0.990 -5.605 -2.203
H -0.349 -6.088 -0.617
C -2.709 -0.155 4.309
C -0.283 -0.639 5.671
C -1.429 -0.097 2.174
N -0.201 -0.167 1.501
C 3.871 3.375 -1.875
C -0.310 -0.485 4.293
H -4.465 0.846 -2.977
H 1.877 -4.377 -0.379
N -2.480 0.152 1.418
C -2.054 -0.914 -4.630
H 3.548 0.174 -0.760
C -2.516 0.324 -2.251
C -2.429 0.910 -0.882
C 3.962 0.943 -1.403
O 0.056 -1.825 -0.780
C -3.523 0.353 -3.179
H 3.095 4.217 0.489
H 4.353 3.039 -2.791
N -1.316 -0.267 -2.480
C 1.375 -4.220 -1.333
C -0.088 3.343 -0.284
H -0.119 -1.370 -3.777
C 0.896 -0.440 2.235
H 4.989 1.141 -1.105
H 1.853 -0.540 1.738
H -0.516 2.973 -1.221
C -1.480 -0.544 6.355
C -1.508 -0.242 3.594
H -2.851 1.885 -0.646
N -0.071 -4.071 -1.102
H 3.142 4.138 -2.124
H 1.731 -0.769 4.020
H 2.065 5.339 -0.440
*
```

Properties
* HOMO-LUMO gap (alpha / beta): 6.3 / 6.3 eV
* ΔE to the lowest compared entry with this formula, charge and spin: 0.6769 eV
* LUMO level (alpha / beta): -0.495 / -0.495 Eh
* F_max: 0.99 eV Å⁻¹
* energy: -1510.5207 a.u.